{"formula": "C2H2N4OS", "method": "wB97M-V/def2-TZVPD", "max_force_ev_per_a": 4.0, "relative_energy_kj_mol": 619.9, "homo_ev": [-8.381, -8.402], "molar_mass_da": 130.13, "elements": ["C", "C", "N", "N", "N", "N", "O", "S", "H", "H"], "xyz": [[2.412, -0.434, -0.396], [0.203, 0.181, -0.068], [2.204, 0.811, -0.633], [0.920, 1.163, -0.467], [-2.741, -0.046, 0.019], [-1.852, 0.323, 0.657], [-3.812, -0.235, -0.370], [1.044, -1.326, 0.218], [3.398, -0.803, -0.625], [-1.775, 0.367, 1.664]], "nbo_charge": [-0.1669, 0.0308, -0.2491, -0.3419, 0.4175, -0.2967, -0.2886, 0.2949, 0.2256, 0.3744]}